Record 1
14
Properties=species:S:1:pos:R:3 method="wB97M-V/def2-TZVPD" total_energy_ev=-8369.5492 largest_force_ev_per_a=2.6 homo_ev=-9.081 homo_lumo_gap_ha=0.3728 charge=0 molar_mass_da=88.11
C 1.875 0.098 -0.275
O 0.743 -0.595 0.077
C -0.259 -0.562 -0.777
C -1.488 -0.968 -0.552
C -0.529 1.894 0.651
O -1.517 2.448 0.579
H 2.700 -0.062 0.414
H 2.242 -0.247 -1.249
H 1.836 1.188 -0.367
H 0.040 -0.375 -1.788
H -2.228 -1.195 -1.294
H -1.740 -1.506 0.333
H -1.015 -0.336 1.902
H -0.970 0.174 2.535

Record 2
14
Properties=species:S:1:pos:R:3 method="wB97M-V/def2-TZVPD" total_energy_ev=-8370.1043 largest_force_ev_per_a=1.1 homo_ev=-9.720 homo_lumo_gap_ha=0.3937 charge=0 molar_mass_da=88.11
C -0.694 -1.695 -0.637
O 0.265 -1.190 0.278
C 0.840 0.136 0.320
C 0.420 1.250 -0.658
O -0.476 1.827 0.297
C -0.040 0.904 1.307
H -1.291 -0.952 -1.184
H -0.185 -2.355 -1.352
H -1.419 -2.313 -0.085
H 1.914 -0.018 0.470
H -0.065 0.917 -1.581
H 1.205 1.982 -0.907
H -0.770 0.107 1.506
H 0.295 1.401 2.225

Record 3
14
Properties=species:S:1:pos:R:3 method="wB97M-V/def2-TZVPD" total_energy_ev=-8371.8424 largest_force_ev_per_a=0.5 homo_ev=-9.476 homo_lumo_gap_ha=0.3804 smiles="COCC(C)=O" charge=0 molar_mass_da=88.11
C 0.880 1.167 -1.352
O 1.216 0.189 -0.396
C 0.611 0.364 0.860
C -0.541 -0.592 1.181
O -0.923 -0.655 2.330
C -1.182 -1.421 0.088
H 1.067 2.183 -0.973
H 1.519 0.997 -2.222
H -0.173 1.102 -1.669
H 1.367 0.209 1.639
H 0.231 1.390 0.986
H -1.043 -2.481 0.330
H -0.770 -1.227 -0.904
H -2.259 -1.226 0.101

Record 4
14
Properties=species:S:1:pos:R:3 method="wB97M-V/def2-TZVPD" total_energy_ev=-8371.5294 largest_force_ev_per_a=0.5 homo_ev=-9.660 homo_lumo_gap_ha=0.3853 smiles="CO[C@@H](C)C=O" charge=0 molar_mass_da=88.11
C 1.975 -0.019 -0.274
O 0.768 -0.744 -0.361
C -0.451 -0.024 -0.352
C -1.568 -0.967 0.099
C -0.482 1.200 0.547
O -1.490 1.837 0.741
H 2.795 -0.648 -0.635
H 1.970 0.906 -0.867
H 2.203 0.248 0.765
H -0.661 0.324 -1.379
H -1.659 -1.797 -0.602
H -1.319 -1.369 1.085
H -2.530 -0.449 0.173
H 0.449 1.502 1.059

Record 5
14
Properties=species:S:1:pos:R:3 method="wB97M-V/def2-TZVPD" total_energy_ev=-8370.0509 largest_force_ev_per_a=5.0 homo_ev=-8.330 homo_lumo_gap_ha=0.3357 smiles="C1=COCC1.O" charge=0 molar_mass_da=88.11
O -1.123 1.258 -1.417
C -0.739 -0.801 -0.169
C 0.732 -0.809 -0.442
C 1.224 0.207 0.594
O 0.178 0.362 1.547
C -1.005 -0.074 0.964
H -0.272 1.735 -1.326
H -1.437 -1.460 -0.672
H 0.999 -0.567 -1.476
H 1.112 -1.820 -0.239
H 1.442 1.184 0.137
H 2.108 -0.111 1.155
H -1.861 -0.211 1.624
H -1.359 1.106 -0.279

Record 6
14
Properties=species:S:1:pos:R:3 method="wB97M-V/def2-TZVPD" total_energy_ev=-8372.4720 largest_force_ev_per_a=0.5 homo_ev=-10.334 homo_lumo_gap_ha=0.4123 smiles="CC(=O)[C@H](C)O" charge=0 molar_mass_da=88.11
C 1.887 0.036 0.063
C 0.539 0.741 0.102
O 0.506 1.897 -0.284
C -1.145 -1.088 -0.391
C -0.838 0.121 0.489
O -1.806 1.115 0.304
H 2.078 -0.666 0.878
H 2.012 -0.504 -0.885
H 2.651 0.822 0.070
H -1.082 -0.802 -1.445
H -0.449 -1.908 -0.186
H -0.880 -0.201 1.544
H -2.165 -1.433 -0.195
H -1.306 1.869 -0.064

Record 7
14
Properties=species:S:1:pos:R:3 method="wB97M-V/def2-TZVPD" total_energy_ev=-8370.9401 largest_force_ev_per_a=0.3 homo_ev=-9.459 homo_lumo_gap_ha=0.3845 smiles=CO[C@H]1C[C@H]1O charge=0 molar_mass_da=88.11
C -1.529 0.850 -0.924
O -0.187 0.418 -1.025
C 0.524 0.488 0.173
C 0.204 -0.494 1.271
C 1.419 -0.688 0.405
O 1.409 -1.695 -0.556
H -1.595 1.890 -0.573
H -2.105 0.213 -0.240
H -1.956 0.786 -1.927
H 0.854 1.491 0.444
H -0.607 -1.193 1.088
H 0.312 -0.169 2.303
H 2.402 -0.530 0.843
H 0.853 -1.365 -1.281

Record 8
14
Properties=species:S:1:pos:R:3 method="wB97M-V/def2-TZVPD" total_energy_ev=-8370.1935 largest_force_ev_per_a=1.4 homo_ev=-8.698 homo_lumo_gap_ha=0.3497 smiles="C=CO.C=CO" charge=0 molar_mass_da=88.11
C 1.604 -0.512 -1.008
C 1.561 0.685 -1.571
O 1.233 1.848 -0.913
H 1.573 -1.309 -1.738
H 1.578 -0.535 0.069
H 1.694 0.785 -2.650
H 1.814 2.542 -1.262
C -2.310 -0.439 0.870
C -1.050 -0.182 1.212
O -0.411 -0.962 2.146
H -2.716 -0.125 -0.087
H -3.031 -0.881 1.556
H -0.441 0.629 0.876
H -1.098 -1.544 2.498